Record 1
Density functional theory data (the ωB97M-V functional and the def2-TZVPD basis) for a 3-piece molecular cluster, C3H14NO3S overall.

Structure (ORCA input):
```
! RIJCOSX wB97M-V def2-TZVPD def2/J DEFGRID3
* xyz 1 1
C 1.94 -0.90 -0.16
O 1.61 -1.41 -1.44
C 0.90 0.18 0.19
C 0.80 1.19 -0.97
S 0.02 2.71 -0.53
N -0.49 -0.47 0.31
H 1.90 -1.68 0.60
H 2.91 -0.41 -0.23
H 1.87 -2.32 -1.55
H 1.13 0.70 1.12
H 1.83 1.33 -1.32
H 0.48 0.50 -1.79
H 0.94 3.67 -0.79
H -0.49 -1.17 1.07
H -1.24 0.20 0.40
H -0.56 -1.03 -0.54
H -3.49 -1.75 0.28
H -3.78 -0.25 -0.04
O -3.07 -0.90 0.10
H -1.37 -1.88 3.25
H -0.22 -2.78 2.82
O -0.96 -2.25 2.47
*
```

---

Record 2
Density functional theory data (the ωB97M-V functional and the def2-TZVPD basis) for a 7-piece molecular cluster, C48H72F14N3O17 overall.

Structure (ORCA input):
```
! RIJCOSX wB97M-V def2-TZVPD def2/J DEFGRID3
* xyz 1 1
C -8.40 3.27 -2.71
C -9.38 1.92 -2.72
O -9.71 1.44 -1.52
O -9.85 1.41 -4.02
C -9.78 -0.08 -4.07
C -8.33 -0.65 -4.58
C -8.25 -2.27 -4.78
C -8.33 -3.12 -3.34
C -6.81 -3.59 -2.84
C -6.87 -3.62 -1.20
C -5.45 -3.80 -0.42
N -4.25 -3.13 -1.02
C -3.14 -4.20 -1.19
O -3.43 -5.06 -2.38
O -2.29 -5.37 -2.95
C -3.65 -1.99 -0.16
F -2.64 -2.45 0.81
C -2.81 -1.05 -1.26
C -1.63 -0.14 -0.60
C -0.17 -0.90 -0.44
F -0.06 -2.19 -1.17
F -0.01 -1.16 1.04
C 0.98 0.10 -1.05
F 0.76 0.42 -2.51
F 0.81 1.41 -0.35
C 2.52 -0.50 -0.98
F 2.79 -1.06 -2.35
F 2.64 -1.69 -0.06
C 3.65 0.65 -0.70
F 3.39 1.74 -1.72
F 3.58 1.31 0.62
C 5.21 0.19 -0.93
F 6.05 1.40 -0.57
F 5.57 -0.13 -2.33
C 5.73 -1.02 0.04
F 7.20 -0.75 0.27
F 5.62 -2.37 -0.56
F 5.12 -1.06 1.39
C -4.84 -1.18 0.62
C -5.95 -0.46 -0.39
O -4.27 -0.03 1.40
N -5.44 -2.10 1.64
C -5.68 -3.50 1.19
C -7.25 -3.84 1.69
C -4.75 -4.49 2.17
N -4.76 -3.85 3.54
H -7.77 3.32 -1.70
H -7.67 3.20 -3.64
H -9.04 4.25 -2.78
H -10.14 -0.59 -3.09
H -10.58 -0.39 -4.91
H -8.11 -0.15 -5.64
H -7.48 -0.23 -3.87
H -7.21 -2.50 -5.30
H -9.08 -2.66 -5.51
H -9.04 -4.06 -3.43
H -8.82 -2.35 -2.57
H -6.59 -4.65 -3.29
H -6.08 -2.77 -3.29
H -7.53 -2.72 -0.85
H -7.51 -4.60 -0.95
H -5.22 -4.97 -0.46
H -4.36 -2.71 -1.96
H -2.09 -3.74 -1.38
H -3.05 -4.91 -0.26
H -1.95 -4.61 -3.52
H -2.37 -1.70 -2.16
H -3.55 -0.28 -1.80
H -1.47 0.79 -1.32
H -1.87 0.32 0.45
H -5.79 -0.95 -1.45
H -5.85 0.71 -0.41
H -7.00 -0.71 0.08
H -4.00 0.70 0.74
H -6.34 -1.66 1.95
H -7.53 -4.88 1.22
H -8.01 -3.01 1.32
H -7.31 -3.96 2.87
H -5.26 -5.56 2.29
H -3.65 -4.58 1.81
H -3.79 -3.89 3.94
H -5.36 -4.42 4.19
O 1.49 5.57 -4.23
C 2.67 5.44 -3.97
O 3.61 6.43 -4.13
C 4.90 5.90 -3.83
C 4.65 4.71 -2.95
C 3.32 4.19 -3.46
H 5.40 5.63 -4.76
H 5.50 6.67 -3.32
H 5.45 3.97 -2.98
H 4.53 5.03 -1.90
H 3.46 3.50 -4.29
H 2.73 3.74 -2.66
O 5.62 6.19 4.29
C 5.36 5.11 3.80
O 4.15 4.78 3.26
C 4.16 3.40 2.88
C 5.62 3.05 2.72
C 6.29 3.93 3.74
H 3.68 2.82 3.67
H 3.61 3.27 1.95
H 5.82 1.98 2.86
H 5.96 3.33 1.71
H 6.33 3.46 4.73
H 7.29 4.23 3.42
O -10.54 1.37 -6.97
C -10.49 2.51 -7.40
O -11.22 2.96 -8.47
C -10.83 4.30 -8.77
C -10.24 4.84 -7.49
C -9.61 3.61 -6.88
H -10.11 4.29 -9.59
H -11.71 4.88 -9.07
H -9.53 5.65 -7.66
H -11.03 5.21 -6.83
H -8.59 3.45 -7.24
H -9.63 3.64 -5.79
O 6.39 1.07 5.26
C 7.58 0.95 5.53
O 8.51 1.93 5.36
C 9.80 1.40 5.67
C 9.55 0.21 6.55
C 8.23 -0.31 6.03
H 10.30 1.13 4.73
H 10.40 2.17 6.18
H 10.35 -0.53 6.51
H 9.43 0.53 7.59
H 8.36 -1.00 5.20
H 7.64 -0.76 6.83
O 7.16 -8.37 0.56
C 7.35 -7.26 0.10
O 7.66 -6.16 0.85
C 7.70 -5.01 0.00
C 7.93 -5.55 -1.38
C 7.22 -6.88 -1.34
H 6.75 -4.48 0.10
H 8.51 -4.35 0.32
H 7.56 -4.88 -2.17
H 9.00 -5.71 -1.55
H 6.16 -6.79 -1.60
H 7.71 -7.62 -1.99
O 8.93 1.74 9.26
C 9.85 2.45 9.62
O 10.96 2.01 10.28
C 11.78 3.12 10.63
C 11.39 4.22 9.67
C 9.93 3.94 9.43
H 11.57 3.39 11.67
H 12.83 2.85 10.53
H 11.58 5.22 10.06
H 11.95 4.10 8.73
H 9.29 4.42 10.17
H 9.63 4.22 8.42
*
```

---

Record 3
Density functional theory data (the ωB97M-V functional and the def2-TZVPD basis) for one molecule with the formula C5H12N2.

Structure (SMILES): CCCC/N=C\N

Structure (ORCA input):
```
! RIJCOSX wB97M-V def2-TZVPD def2/J DEFGRID3
* xyz 0 1
C -0.04 -1.66 2.08
C -0.99 -0.54 1.63
C -0.29 0.60 0.90
C 0.54 0.16 -0.31
N -0.02 0.75 -3.08
C 0.72 1.55 -2.23
N 0.99 1.35 -1.01
H 0.69 -1.20 2.73
H 0.51 -2.09 1.24
H -0.61 -2.46 2.55
H -1.42 -0.15 2.56
H -1.88 -0.92 1.11
H -1.03 1.32 0.58
H 0.36 1.11 1.62
H 1.46 -0.31 0.04
H -0.06 -0.58 -0.86
H -0.25 -0.17 -2.76
H 0.11 0.86 -4.07
H 1.20 2.39 -2.73
*
```

---

Record 4
Density functional theory data (the ωB97M-V functional and the def2-TZVPD basis) for a 2-piece molecular cluster, C27H40B2ClN3O12PS overall.

Structure (ORCA input):
```
! RIJCOSX wB97M-V def2-TZVPD def2/J DEFGRID3
* xyz 1 1
C -2.26 1.52 6.11
C -2.77 1.07 4.75
O -1.62 1.00 3.86
C -1.72 0.84 2.51
S -3.38 0.25 1.96
N -1.50 2.24 1.81
Cl -2.57 3.42 2.51
C -0.06 2.77 1.79
O 0.22 3.02 3.11
C 1.44 3.67 3.49
C 1.34 4.13 4.94
C -0.06 4.58 5.33
O 2.26 5.22 4.97
P -0.16 4.32 0.71
O -1.20 4.18 -0.31
O -0.31 5.47 1.77
O 1.31 4.52 0.11
C 0.78 1.66 1.09
O 2.14 1.95 1.24
B 0.43 1.37 -0.47
O -0.91 1.38 -0.81
C 1.55 1.07 -1.51
C 1.06 0.27 -2.73
O 0.66 0.43 1.75
C -0.59 -0.18 2.10
N -1.05 -1.13 1.12
B -0.30 -0.98 3.51
O -1.12 -2.04 3.82
N 0.84 -0.60 4.30
C 2.07 -1.14 3.64
C 0.73 -1.10 5.68
H -1.19 1.33 6.19
H -2.74 0.94 6.89
H -2.47 2.57 6.30
H -3.22 0.08 4.82
H -3.51 1.76 4.36
H -3.67 1.27 1.15
H -1.78 2.17 0.82
H 2.27 2.97 3.38
H 1.66 4.56 2.90
H 1.70 3.33 5.60
H 0.01 5.26 6.17
H -0.68 3.74 5.63
H -0.53 5.12 4.51
H 2.55 5.37 5.88
H -0.23 6.36 1.39
H 1.30 4.39 -0.85
H 2.32 2.88 1.06
H -1.19 0.67 -1.40
H 2.38 0.57 -1.02
H 1.92 2.05 -1.83
H 0.36 -0.52 -2.42
H 0.57 0.88 -3.48
H 1.88 -0.27 -3.19
H -0.31 -1.81 0.95
H -1.27 -0.71 0.23
H -2.00 -1.87 4.16
H 2.72 -0.34 3.30
H 2.60 -1.80 4.33
H 1.84 -1.75 2.75
H -0.26 -0.89 6.07
H 0.90 -2.18 5.75
H 1.45 -0.58 6.31
C -3.12 -2.89 -8.18
C -2.81 -1.82 -7.34
C -1.66 -1.85 -6.57
C -0.82 -2.95 -6.62
C -1.13 -4.03 -7.45
C -2.28 -3.99 -8.23
C -0.27 -5.24 -7.51
O -0.54 -6.17 -8.23
C 0.94 -5.27 -6.63
C 1.75 -6.40 -6.63
C 2.88 -6.44 -5.84
C 3.22 -5.35 -5.05
C 2.42 -4.22 -5.04
C 1.28 -4.17 -5.83
C 0.42 -2.96 -5.79
O 0.72 -2.00 -5.10
H -4.01 -2.86 -8.79
H -3.47 -0.96 -7.30
H -1.41 -1.03 -5.92
H -2.50 -4.83 -8.88
H 1.47 -7.24 -7.25
H 3.50 -7.33 -5.83
H 4.11 -5.38 -4.44
H 2.67 -3.36 -4.44
*
```

---

Q: Which orbital gap values were calculated for the entries above? A: 9.7; 8.0; 10.0; 7.8, in eV.